{"formula": "C5H11NOS", "method": "ωB97M-V with the def2-TZVPD basis set", "elements": ["S", "O", "N", "C", "C", "C", "C", "C", "H", "H", "H", "H", "H", "H", "H", "H", "H", "H", "H"], "coordinates": [[-2.17224, 0.48562, -0.03710], [-2.91803, 0.71094, -1.24574], [-0.55741, 0.16294, -0.43967], [1.72046, 1.37269, -1.08538], [-2.57388, -1.16814, 0.65215], [0.41260, -0.92786, -0.65037], [1.49375, 0.46555, 1.20572], [0.92868, 0.46917, -0.19051], [0.34440, -1.75370, 0.00910], [0.43947, -1.27729, -1.66748], [2.66997, 0.32050, 1.24713], [-2.45707, -2.01638, 0.01115], [1.11014, -0.35852, 1.72160], [1.13400, 1.85622, -1.76202], [2.29408, 2.02883, -0.45609], [1.37515, 1.39230, 1.70198], [-3.67375, -1.13772, 0.83742], [2.39972, 0.71159, -1.39609], [-1.97005, -1.33673, 1.54420]], "atomic_forces_ev_per_a": [[1.268, 1.612, 3.268], [-2.083, -0.014, -2.508], [3.150, 0.189, 0.051], [-1.203, 0.237, 3.258], [-1.512, -0.681, 0.249], [-0.286, 1.399, -0.347], [2.551, -0.332, -0.686], [-1.964, -2.023, 0.092], [0.345, -0.572, 1.079], [0.376, 0.232, -0.536], [-2.235, 0.123, -0.653], [0.585, -0.669, -0.967], [-0.752, -0.982, 1.280], [-1.213, 1.231, -2.212], [-0.101, 0.835, 0.151], [-0.579, 0.936, 0.645], [0.988, 0.199, 0.251], [2.877, -2.131, -2.454], [-0.211, 0.411, 0.038]], "e_above_lowest_kcal_mol": 90.64, "e_lumo_ev": [0.83, -2.38], "spin_multiplicity": 3, "e_homo_ha": [-0.13738, -0.33719], "gap_ev": [4.57, 6.80], "s_squared": 2.008}


{"formula": "C5H11NOS", "method": "ωB97M-V with the def2-TZVPD basis set", "elements": ["S", "O", "N", "C", "C", "C", "C", "C", "H", "H", "H", "H", "H", "H", "H", "H", "H", "H", "H"], "coordinates": [[-1.53209, -2.03392, 1.79705], [1.15107, -1.46639, -0.86790], [0.31142, 0.58259, -0.43455], [-0.73712, -0.47031, 1.53117], [1.35312, -0.27335, -0.77623], [2.67652, 0.35249, -1.09695], [-2.07633, 0.90450, -0.12081], [-0.89578, -0.05337, 0.05677], [-1.16157, 0.23272, 2.24860], [-2.37722, 0.88479, -1.16803], [2.68040, 0.68899, -2.12791], [-2.91806, 0.69628, 0.54100], [-1.72402, 1.92094, 0.02523], [3.43834, -0.42327, -1.03953], [0.57876, 1.45010, 0.01113], [-1.04274, -2.65267, 0.69375], [2.97489, 1.19716, -0.46163], [0.30441, -0.66522, 1.83139], [-1.00400, -0.87207, -0.64254]], "atomic_forces_ev_per_a": [[-0.212, -0.042, 0.049], [-0.090, -0.264, 0.235], [0.295, -0.291, 0.639], [-0.011, -0.801, 0.434], [0.022, 0.327, -0.198], [0.496, -0.046, 0.131], [0.266, 0.142, -0.314], [0.219, 1.348, -1.045], [-0.050, 0.000, -0.030], [-0.237, -0.174, 0.108], [-0.171, 0.177, -0.204], [0.013, -0.025, -0.145], [-0.134, 0.210, 0.420], [-0.052, 0.024, 0.120], [-0.043, 0.141, -0.248], [0.163, 0.030, 0.077], [-0.314, -0.209, -0.100], [0.052, 0.085, -0.344], [-0.213, -0.632, 0.416]], "e_above_lowest_kcal_mol": 0.00, "e_lumo_ev": [-3.63, -8.92], "total_charge": 1, "spin_multiplicity": 2, "e_homo_ha": [-0.50777, -0.50661], "gap_ev": [10.19, 4.86], "s_squared": 0.753}